Here is an isolated ion of composition C3H8NS and charge +1 at a distorted geometry from OMol25. Energies are from ωB97M-V/def2-TZVPD.

Properties
**2S+1**: 3
**Energy above the lowest of the compared OMol25 structures with the same formula, charge and spin**: 2.4815 eV
**Expectation value of S²**: 2.01
**Charge**: +1
**HOMO (alpha / beta)**: -9.66 / -15.39 eV

Each line ends with the Mulliken charge.
Geometry (Å):
1 C -1.38315 0.37553 -0.37619  -0.545
2 C -0.71301 0.54529 0.95851  -0.542
3 C 0.10039 0.32586 -0.27081  -0.057
4 N 0.79562 -0.95518 -0.49827  -0.207
5 S 1.08150 1.93907 -0.87719  -0.015
6 H -1.91777 -0.53944 -0.58536  0.260
7 H -1.83257 1.24049 -0.83935  0.246
8 H -0.69193 1.54501 1.37017  0.248
9 H -0.78787 -0.22326 1.71294  0.274
10 H 1.71977 -0.97125 -0.04191  0.361
11 H 0.92559 -1.12177 -1.50823  0.367
12 H 0.21530 -1.72078 -0.11390  0.372
13 H 2.06511 1.78914 0.01647  0.239

Cartesian forces (eV/Å) of the 2 atoms listed first:
C 0.3 -0.3 -0.1
C 0.1 -0.1 0.0